This record from OMol25 describes a 18-piece molecular cluster, C48H141N9O18 overall at a distorted geometry. The level of theory is ωB97M-V/def2-TZVPD.

Summary:
Largest force on an atom, eV/Å: 3.27
Net charge: 0
Lowest unoccupied orbital energy, Ha: 0.00305
Highest occupied orbital energy, eV: -8.673

Geometry (Å):
C 1.73 -5.96 -3.03
C 2.64 -5.87 -4.22
O 3.95 -6.08 -3.81
H 1.92 -5.17 -2.31
H 1.84 -6.94 -2.56
H 0.71 -5.78 -3.38
H 2.51 -4.88 -4.67
H 2.25 -6.63 -4.90
H 4.48 -5.46 -4.32
C 6.41 -4.59 3.05
C 7.97 -4.51 2.98
O 8.43 -5.43 2.02
H 6.00 -5.60 2.96
H 5.94 -4.00 2.27
H 6.10 -4.19 4.01
H 8.31 -4.74 3.99
H 8.41 -3.53 2.82
H 8.31 -4.99 1.17
C 0.07 3.22 2.23
C 1.44 3.39 2.79
O 1.74 4.79 2.98
H 0.37 3.54 1.24
H -0.65 3.89 2.70
H -0.17 2.15 2.21
H 2.29 3.09 2.18
H 1.45 2.94 3.78
H 1.29 5.20 3.72
C 3.58 -6.39 0.58
C 3.61 -7.66 1.53
O 3.33 -7.34 2.86
H 3.47 -6.67 -0.47
H 4.50 -5.82 0.57
H 2.84 -5.65 0.88
H 4.52 -8.23 1.39
H 2.79 -8.27 1.15
H 3.16 -8.18 3.29
C -2.47 -3.59 -0.49
C -1.75 -4.33 -1.75
O -2.44 -5.46 -2.27
H -2.73 -4.22 0.37
H -3.43 -3.29 -0.90
H -1.91 -2.73 -0.13
H -0.86 -4.73 -1.27
H -1.53 -3.59 -2.51
H -3.08 -5.20 -2.93
C 6.24 -4.67 -1.31
C 7.65 -4.01 -1.45
O 8.35 -3.95 -0.20
H 5.66 -4.60 -2.23
H 5.67 -4.27 -0.48
H 6.43 -5.74 -1.32
H 7.58 -3.01 -1.88
H 8.25 -4.44 -2.25
H 9.23 -3.61 -0.35
O -1.38 2.92 6.00
H -1.05 2.06 5.72
H -0.65 3.31 6.47
O 4.31 2.02 2.17
H 3.77 2.21 1.40
H 4.64 1.14 2.03
O 0.17 0.68 4.56
H 0.29 -0.13 5.05
H 0.88 0.68 3.92
C 1.49 -2.24 -0.04
C 1.07 -0.83 0.46
C -0.03 -0.18 -0.51
O -0.30 1.15 -0.01
C -1.63 1.54 -0.25
N 0.70 -0.72 1.88
H 2.27 -2.74 0.54
H 1.84 -2.20 -1.07
H 0.75 -3.04 0.08
H 2.03 -0.31 0.46
H -0.92 -0.81 -0.60
H 0.19 -0.05 -1.57
H -2.40 0.92 0.20
H -1.76 1.69 -1.32
H -1.80 2.51 0.22
H -0.04 -1.35 2.18
H 0.25 0.13 2.18
C 5.44 -0.70 -1.50
C 4.63 -0.09 -2.63
C 3.38 0.86 -2.23
O 3.75 1.94 -1.33
C 2.57 2.62 -0.83
N 5.65 0.59 -3.49
H 6.02 -1.53 -1.91
H 4.70 -1.08 -0.80
H 6.03 0.02 -0.93
H 4.20 -0.98 -3.09
H 2.60 0.30 -1.73
H 2.87 1.25 -3.10
H 3.03 3.34 -0.15
H 2.00 1.89 -0.25
H 2.06 3.11 -1.66
H 6.00 1.43 -3.06
H 5.09 0.89 -4.28
C -3.43 -0.67 -3.72
C -2.06 -0.06 -3.95
C -1.04 -0.96 -4.76
O -0.34 -1.94 -3.96
C 0.89 -2.34 -4.55
N -2.14 1.29 -4.58
H -4.08 0.09 -3.29
H -3.36 -1.62 -3.20
H -3.75 -0.95 -4.73
H -1.63 0.02 -2.95
H -0.38 -0.24 -5.24
H -1.53 -1.44 -5.61
H 0.79 -2.55 -5.62
H 1.11 -3.30 -4.09
H 1.79 -1.74 -4.42
H -1.15 1.49 -4.70
H -2.53 1.24 -5.50
C -2.48 4.95 -1.33
C -1.04 5.34 -1.00
C -0.23 6.30 -1.95
O -0.64 7.63 -1.88
C 0.04 8.59 -2.68
N -1.07 5.94 0.34
H -2.96 4.19 -0.72
H -2.52 4.63 -2.37
H -3.06 5.88 -1.35
H -0.47 4.41 -0.93
H -0.35 5.95 -2.98
H 0.85 6.22 -1.78
H 1.10 8.52 -2.46
H -0.41 9.52 -2.33
H -0.07 8.57 -3.76
H -1.69 6.73 0.43
H -0.15 6.37 0.36
C -5.23 3.01 -4.01
C -5.47 4.35 -4.78
C -4.11 5.11 -5.00
O -4.30 6.24 -5.93
C -5.03 7.41 -5.48
N -6.02 4.02 -6.05
H -4.51 2.45 -4.61
H -6.23 2.59 -3.89
H -4.87 3.18 -3.00
H -6.13 5.02 -4.22
H -3.33 4.50 -5.44
H -3.69 5.33 -4.02
H -5.79 7.17 -4.73
H -5.59 7.67 -6.38
H -4.47 8.26 -5.11
H -5.69 3.15 -6.46
H -5.70 4.73 -6.70
C -7.18 0.08 0.74
C -6.18 -0.90 1.47
C -5.21 -0.22 2.45
O -4.20 0.58 1.89
C -3.83 1.72 2.54
N -7.16 -1.84 2.08
H -6.57 0.91 0.40
H -7.98 0.49 1.35
H -7.64 -0.36 -0.15
H -5.62 -1.43 0.70
H -4.76 -0.89 3.19
H -5.92 0.49 2.88
H -4.01 1.62 3.61
H -4.44 2.54 2.16
H -2.77 1.93 2.42
H -7.54 -2.51 1.43
H -6.75 -2.37 2.84
C 2.54 -1.89 5.11
C 3.48 -0.84 4.46
C 4.59 -1.47 3.54
O 5.43 -0.59 2.88
C 6.36 -1.27 2.12
N 2.74 0.14 3.62
H 2.96 -2.88 5.31
H 1.66 -2.15 4.52
H 2.02 -1.44 5.96
H 3.98 -0.25 5.22
H 4.01 -2.10 2.86
H 5.18 -2.15 4.17
H 6.99 -1.88 2.76
H 7.05 -0.58 1.62
H 5.93 -1.94 1.37
H 3.34 0.79 3.15
H 2.21 -0.38 2.93
C -0.16 -4.81 2.03
C 0.27 -4.54 3.50
C -0.74 -3.59 4.26
O -1.06 -2.35 3.69
C -2.05 -1.50 4.28
N 0.30 -5.81 4.16
H -0.87 -5.62 1.88
H 0.64 -5.08 1.33
H -0.51 -3.85 1.66
H 1.29 -4.17 3.41
H -0.39 -3.35 5.27
H -1.71 -4.08 4.28
H -2.94 -2.11 4.44
H -2.28 -0.87 3.42
H -1.72 -0.89 5.13
H 0.87 -6.42 3.59
H 0.80 -5.52 4.98
C -6.51 4.18 -0.66
C -6.38 4.61 0.89
C -5.16 5.57 1.22
O -4.71 5.58 2.61
C -3.28 5.67 2.78
N -7.72 4.95 1.44
H -7.57 3.99 -0.84
H -5.90 3.31 -0.91
H -6.23 4.92 -1.41
H -6.28 3.64 1.38
H -5.32 6.63 1.00
H -4.26 5.33 0.64
H -2.87 4.78 2.31
H -2.85 5.60 3.78
H -2.77 6.52 2.31
H -7.47 5.50 2.25
H -8.20 4.13 1.79